Density functional theory data (wB97M-V/def2-TZVPD) for the molecule C3H7NOS in a non-equilibrium geometry.

Values from the calculation:
**Lowest unoccupied orbital energy**: 0.41 eV
**Frontier orbital gap**: 8.84 eV
**Charge**: 0
**SMILES**: OCCNC=S
**HOMO energy**: -8.43 eV
**Total energy**: -646.6414 hartree

Each line ends with the natural charge from an NBO analysis.
Element x y z (Å)
O  -2.383  -0.634  1.055  -0.694
C  -1.236  0.195  0.657  -0.079
C  0.074  -0.517  0.408  -0.258
N  1.142  0.306  -0.147  -0.560
C  1.607  0.439  -1.343  -0.020
S  3.187  1.032  -1.464  -0.217
H  -2.559  -1.024  0.181  0.461
H  -1.493  0.740  -0.293  0.163
H  -1.010  0.930  1.485  0.180
H  -0.160  -1.390  -0.303  0.192
H  0.239  -1.005  1.387  0.224
H  1.642  0.771  0.563  0.407
H  0.949  0.158  -2.186  0.202



Density functional theory data (wB97M-V/def2-TZVPD) for the molecule C3H7NOS in a non-equilibrium geometry.

Values from the calculation:
**Lowest unoccupied orbital energy**: 0.69 eV
**Frontier orbital gap**: 10.38 eV
**Charge**: 0
**SMILES**: O=CNCCS
**HOMO energy**: -9.68 eV
**Total energy**: -646.6610 hartree

Each line ends with the natural charge from an NBO analysis.
Element x y z (Å)
O  0.529  -3.201  -1.658  -0.586
C  0.350  -2.017  -1.483  0.543
N  0.488  -1.313  -0.246  -0.674
C  0.137  0.179  -0.212  -0.225
C  -0.394  0.616  1.154  -0.440
S  -0.444  2.579  1.130  -0.086
H  -0.025  -1.320  -2.230  0.094
H  0.644  -2.020  0.485  0.414
H  1.069  0.621  -0.267  0.200
H  -0.521  0.525  -1.005  0.208
H  -1.376  0.218  1.286  0.209
H  0.208  0.247  1.963  0.220
H  -1.098  2.603  -0.074  0.124



Number 1 is which compound? C3H7NOS



What is the frontier orbital gap in the second record? 10.38 eV



Which value of lowest unoccupied orbital energy does entry 1 give? 0.41 eV